The following is a quantum chemistry calculation of a structure of composition C19H21ClInOP, from OMol25.

The geometry in XYZ format:
```
44
Properties=species:S:1:pos:R:3:forces:R:3:nbo_charge:R:1
In -0.1079 0.0777 -0.7931 1.783 -0.116 1.535 1.54
Cl 1.7538 0.2148 0.7165 -1.168 -0.013 -0.942 -0.48
P -2.2618 -0.8063 0.2034 -3.397 -1.370 0.135 0.98
O 1.3049 -0.0490 -2.4880 -1.042 -1.592 1.364 -0.78
C -3.3365 1.5635 -0.7735 -0.266 -0.327 0.287 -0.12
C -2.8309 -4.6400 -2.2800 -0.156 0.194 0.015 -0.15
C -3.6541 0.3207 -0.1982 0.787 0.599 -0.541 -0.42
C -4.3165 2.5363 -0.9428 0.038 -0.062 -0.130 -0.22
C -5.9867 0.9658 -0.1407 0.325 -0.140 -0.028 -0.17
C -1.6382 -4.4418 -1.5800 0.057 0.201 0.171 -0.21
C -4.9987 -0.0049 0.0702 0.107 0.207 0.179 -0.19
C -2.9470 -2.6076 2.3381 0.418 -0.278 -0.282 -0.21
C -5.6386 2.2411 -0.6058 0.194 -0.101 0.096 -0.14
C -1.4582 -3.2674 -0.8457 -0.335 0.034 -0.038 -0.16
C -2.5385 -1.3154 1.9548 0.833 0.529 0.287 -0.29
C -2.2418 -0.3710 2.9589 0.173 -0.031 -0.132 -0.20
C -2.2301 -0.7459 4.3008 -0.164 0.208 -0.077 -0.19
C 1.8215 1.0350 -3.2354 0.537 1.277 -0.987 -0.26
C -2.5345 -2.0582 4.6714 0.090 0.098 -0.411 -0.12
C -3.8004 -3.6319 -2.3400 0.122 -0.033 0.020 -0.18
C -3.6139 -2.4417 -1.6390 0.081 -0.092 0.389 -0.19
C -2.9125 -2.9779 3.6889 -0.212 0.151 -0.216 -0.19
C -2.4966 -2.3172 -0.7960 0.691 0.416 -0.767 -0.44
H -2.0294 0.6593 2.6659 0.131 -0.218 0.237 0.22
H 1.8763 0.7175 -4.2718 0.101 0.129 -0.116 0.22
H -5.2358 -0.9300 -5.5929 0.090 -0.281 -0.029 0.00
H -5.0042 -1.6370 -5.6897 -0.086 0.279 0.039 0.00
H -4.3180 -1.6132 -1.7218 0.062 -0.451 0.006 0.24
H 1.9266 -0.7922 -2.3724 -0.003 0.436 -0.177 0.54
H -3.1780 -3.9956 3.9827 -0.026 0.347 -0.207 0.25
H -0.8609 -5.2059 -1.5969 -0.200 0.238 0.004 0.25
H -7.0318 0.7250 0.0710 0.402 0.075 -0.079 0.25
H -2.4767 -2.3569 5.7190 -0.051 0.068 -0.333 0.25
H -2.3076 1.7556 -1.1018 -0.190 0.226 0.237 0.16
H -1.9839 -0.0091 5.0656 -0.062 -0.180 -0.246 0.25
H -4.0413 3.5177 -1.3307 -0.169 -0.291 0.071 0.25
H -0.5212 -3.0608 -0.3178 -0.233 -0.382 0.083 0.20
H -5.2708 -1.0053 0.4179 0.085 0.417 0.091 0.24
H -3.2852 -3.3156 1.5787 0.299 0.051 0.271 0.24
H -4.7059 -3.7667 -2.9355 0.350 0.027 0.146 0.25
H -6.3936 3.0191 -0.7068 0.106 -0.264 -0.006 0.25
H 1.0852 1.8363 -3.1502 0.238 0.031 -0.091 0.19
H 2.8044 1.3798 -2.8834 -0.414 -0.245 0.087 0.23
H -2.9982 -5.5772 -2.8082 0.077 0.231 0.084 0.25
```
Forces are in eV/Å.

Results
- Gap between HOMO and LUMO: 0.21738 hartree
- Net charge: +2
- Strongest force on any atom: 3.67 eV Å⁻¹
- Lowest unoccupied orbital energy: -9.4 eV
- E_tot: -1802.8921 hartree
- ΔE to the lowest compared entry with this formula, charge and spin: 0.000 eV

---

The following is a quantum chemistry calculation of the molecule C19H21ClN2O4, from OMol25.

The geometry in XYZ format:
```
47
Properties=species:S:1:pos:R:3:forces:R:3:nbo_charge:R:1
Cl 2.4975 -1.7915 1.7946 -0.061 -0.187 0.031 0.00
O -5.7239 -2.4880 -1.4258 0.163 0.217 -0.120 -0.49
O -3.5249 1.7968 1.2877 0.002 -0.111 0.153 -0.52
O -1.2528 3.3032 -1.0131 0.035 0.161 -0.150 -0.61
O 7.0475 -0.6864 -0.7312 0.113 -0.022 -0.013 -0.53
N 4.1803 -0.4000 -0.3790 0.166 -0.202 -0.157 -0.44
N -0.9559 1.6534 0.5479 -0.218 -0.210 0.417 -0.60
C -3.9071 0.5829 -0.8080 0.061 0.176 0.158 -0.30
C -1.6383 2.6421 -0.0737 -0.390 -0.126 0.315 0.65
C 1.1250 1.6502 -0.7502 -0.203 0.087 0.000 -0.23
C 0.8024 0.1116 1.0517 -0.050 0.247 -0.146 -0.24
C -4.7635 -0.1964 1.2926 0.231 0.337 -0.073 -0.25
C -4.0537 0.7503 0.5642 -0.200 -0.250 0.071 0.33
C 2.0616 -0.4110 0.8335 -0.060 0.146 -0.023 -0.05
C -5.3324 -1.2912 0.6697 -0.099 -0.215 -0.160 -0.29
C -4.4786 -0.5090 -1.4301 -0.196 -0.280 0.069 -0.22
C 6.0920 -1.0029 -1.7244 -0.193 -0.015 -0.261 -0.07
C 4.8528 -0.1186 -1.6307 0.167 -0.102 -0.071 -0.24
C -6.4687 -3.4688 -0.7468 -0.100 -0.135 0.093 -0.25
C 6.4673 -0.1695 0.4493 -0.164 0.131 0.272 -0.08
C -5.1998 -1.4558 -0.7053 0.116 0.159 -0.068 0.28
C 2.9183 0.1062 -0.1521 -0.316 0.099 0.018 0.13
C -3.0080 2.8944 0.5747 0.004 0.304 -0.166 -0.17
C 0.3206 1.1572 0.2706 0.480 -0.113 -0.189 0.13
C 5.0755 -0.7414 0.7149 0.482 -0.071 0.123 -0.24
C 2.3880 1.1338 -0.9455 0.167 -0.215 0.177 -0.20
H -1.4401 1.2033 1.3164 -0.019 0.152 -0.200 0.41
H -4.3740 -0.6478 -2.4941 0.019 -0.014 -0.134 0.23
H 5.1531 -1.8306 0.8236 0.010 0.150 0.146 0.20
H 6.5897 -0.8643 -2.6876 -0.126 -0.031 0.048 0.20
H -2.8824 3.6910 1.3161 -0.006 -0.074 -0.153 0.22
H -7.3524 -3.0403 -0.2626 0.038 -0.015 -0.002 0.17
H 4.7004 -0.3234 1.6505 0.076 -0.064 -0.058 0.22
H 0.1835 -0.3180 1.8256 -0.041 -0.071 0.086 0.22
H 5.7920 -2.0571 -1.6336 0.010 0.113 -0.048 0.17
H -4.8668 -0.0590 2.3576 -0.022 0.021 0.124 0.22
H 0.7618 2.4457 -1.3785 -0.001 0.030 -0.017 0.25
H 7.1444 -0.4320 1.2660 -0.115 0.064 -0.009 0.20
H -6.7862 -4.1778 -1.5099 -0.004 0.019 0.098 0.20
H 6.4074 0.9281 0.3887 0.018 -0.115 0.039 0.16
H 2.9898 1.5544 -1.7335 0.103 0.040 -0.081 0.21
H 5.1639 0.9341 -1.7163 -0.055 -0.028 -0.077 0.18
H -3.7039 3.2483 -0.1945 0.146 -0.080 0.034 0.21
H -5.8785 -2.0027 1.2681 -0.059 -0.083 0.025 0.22
H 4.1756 -0.3509 -2.4569 0.077 0.067 -0.024 0.22
H -3.3478 1.2889 -1.4016 0.040 0.083 -0.083 0.23
H -5.8617 -3.9908 0.0002 -0.027 0.025 -0.015 0.17
```
Forces are in eV/Å.

Results
- Gap between HOMO and LUMO: 0.30362 hartree
- Strongest force on any atom: 0.53 eV Å⁻¹
- Lowest unoccupied orbital energy: 0.7 eV
- E_tot: -1607.2569 hartree
- SMILES string: COc1ccc(OCC(=O)Nc2ccc(N3CCOCC3)c(Cl)c2)cc1
- ΔE to the lowest compared entry with this formula, charge and spin: 2.763 eV

---

The following is a quantum chemistry calculation of the molecule C19H21ClN4O3, from OMol25.

The geometry in XYZ format:
```
48
Properties=species:S:1:pos:R:3:forces:R:3:nbo_charge:R:1
Cl 2.1517 4.7607 -0.2742 -0.222 -0.316 -0.283 0.01
O 4.9887 1.8337 -2.1694 -0.544 -1.380 -0.828 -0.62
O 2.2059 0.5854 2.7642 -2.700 -3.819 1.205 -0.27
O -0.2187 -2.2741 -3.3357 -0.881 -1.186 -0.348 -0.65
N 0.6430 -0.2880 -3.1601 0.583 2.080 0.629 -0.63
N -0.6205 -1.2130 -1.3611 1.959 2.712 0.040 -0.67
N 1.6378 -0.5237 2.9769 2.292 3.209 -1.372 0.15
N 4.8910 3.7147 -1.1499 -2.356 2.135 1.676 -0.82
C -1.5680 -3.3750 -0.6599 0.568 -0.723 -0.437 -0.62
C 2.3212 1.3699 -2.5167 -1.176 -1.033 -0.177 -0.17
C 0.9685 0.9426 -2.5246 0.898 0.560 0.214 0.16
C -0.8335 -0.4147 2.6386 -0.915 0.471 -0.788 0.00
C 1.7908 3.3152 -1.2007 -0.468 -0.893 -0.401 -0.03
C -0.8572 -1.2014 1.4661 -0.907 1.011 0.485 -0.26
C -1.9358 0.4490 2.8832 -0.634 -1.048 -1.070 -0.21
C -0.1204 -1.2909 -2.6367 0.010 -1.212 0.159 0.79
C -1.7821 -1.8680 -0.8252 -0.859 -0.293 0.350 0.07
C -2.9934 -1.6857 -1.7503 -0.959 0.110 0.686 -0.63
C -3.0162 -0.3725 0.8456 0.043 0.739 0.724 -0.24
C 4.2266 2.6693 -1.7151 2.990 -0.549 -0.132 0.64
C 0.0347 1.7695 -1.8818 0.536 -0.452 -0.478 -0.26
C 0.4407 2.9649 -1.3070 -0.260 0.598 0.820 -0.16
C 2.7599 2.4615 -1.7955 -0.856 1.797 0.500 -0.15
C -1.9209 -1.1584 0.5365 0.150 -0.184 0.519 0.08
C 0.1888 -1.7642 4.4742 -0.019 -0.130 0.491 -0.60
C 0.3149 -0.4986 3.6421 -0.776 0.174 -0.036 -0.18
C -3.0471 0.4226 1.9953 1.595 -0.328 0.644 -0.19
H 4.3076 4.3806 -0.5872 1.426 -0.855 -0.769 0.39
H -0.7356 -1.7803 5.0704 0.212 0.187 -0.341 0.23
H -0.5922 -3.5472 -0.1843 -0.231 -0.066 -0.151 0.21
H -3.9081 1.0467 2.1929 0.017 0.010 0.027 0.22
H 1.0155 -1.8432 5.1684 0.261 0.060 0.237 0.22
H -3.8573 -0.2641 0.1978 -0.334 -0.268 -0.506 0.22
H -0.3170 -0.3799 -0.7962 -0.421 -1.316 -1.108 0.42
H -0.0040 -1.7904 1.2630 0.770 -0.690 -0.279 0.23
H -3.2272 -0.6281 -2.0004 0.156 -0.558 0.379 0.21
H -0.9973 1.4661 -1.8230 -0.245 0.145 -0.157 0.23
H -2.3285 -3.8659 -0.0344 0.059 0.364 -0.244 0.21
H 3.0153 0.7438 -3.0609 0.383 0.161 0.269 0.25
H 0.2151 -2.6586 3.8714 -0.077 -0.223 -0.391 0.22
H 5.8759 3.5782 -0.9136 -0.802 -0.090 -0.341 0.42
H -0.3404 3.6190 -0.8619 0.798 -0.514 -0.290 0.23
H -2.8076 -2.1976 -2.6916 0.028 -0.115 0.035 0.24
H 1.2374 -0.6112 -3.9219 -0.321 0.163 0.414 0.42
H -1.5506 -3.8605 -1.6712 0.046 0.418 0.955 0.24
H 0.2373 0.3595 4.2916 0.175 0.533 0.152 0.21
H -2.0157 1.0699 3.7647 0.315 0.036 0.069 0.22
H -3.8732 -2.1677 -1.2324 0.692 0.570 -0.751 0.22
```
Forces are in eV/Å.

Results
- Gap between HOMO and LUMO: 0.30287 hartree
- Strongest force on any atom: 4.83 eV Å⁻¹
- Lowest unoccupied orbital energy: -0.6 eV
- E_tot: -1641.5077 hartree
- SMILES string: C[C@@H](N=O)c1cccc(C(C)(C)NC(=O)Nc2ccc(Cl)c(C(N)=O)c2)c1
- ΔE to the lowest compared entry with this formula, charge and spin: 2.547 eV

---

The following is a quantum chemistry calculation of a structure of composition C19H21CoN7O3S4, from OMol25.

The geometry in XYZ format:
```
55
Properties=species:S:1:pos:R:3:forces:R:3:mulliken_spin:R:1
Co -0.2488 0.1494 0.3266 -0.101 0.133 0.041 2.68
S 3.6569 2.0937 2.2378 -0.001 0.002 0.023 0.00
S 2.8332 -0.1905 3.8736 0.009 0.028 0.010 0.00
S 1.4419 1.8070 0.2587 -0.026 -0.075 0.083 0.10
S 0.4698 -0.8976 2.2104 0.054 0.058 -0.068 0.12
O -1.9594 -1.2516 -0.4134 -0.054 -0.061 0.007 0.02
O -3.2132 -1.0138 -2.2459 0.009 -0.002 -0.012 0.00
O 4.9391 1.3080 4.4069 -0.012 0.021 0.013 0.00
N -2.9007 0.2544 -4.4610 -0.011 -0.030 0.024 0.00
N 0.2974 -0.7742 -1.5165 -0.014 0.035 0.056 0.07
N -3.5589 1.8159 -2.9425 -0.024 0.059 -0.008 0.00
N -2.9651 3.3752 0.6650 0.013 0.053 -0.024 0.00
N -2.4676 2.5139 -4.8622 -0.008 0.000 -0.006 0.00
N -3.8486 10.0629 1.2391 -0.009 -0.006 -0.016 0.00
N -1.9531 1.4325 0.4963 0.089 0.072 -0.192 0.03
C -2.9688 1.5159 -4.1087 0.011 -0.013 0.005 0.00
C -2.1666 5.6420 0.3238 -0.003 0.003 -0.002 0.00
C -4.2946 5.2691 1.4008 0.007 0.002 0.007 0.00
C -2.3421 7.0072 0.4523 -0.002 0.002 0.001 0.00
C -2.1088 -1.0379 -1.6220 0.049 -0.004 0.028 0.00
C -2.0701 -0.2911 -5.5228 -0.016 0.009 -0.027 0.00
C -3.6947 8.9282 1.1498 0.015 0.039 0.031 0.00
C 4.0078 1.1148 3.6693 0.008 -0.046 -0.039 0.00
C 2.2244 1.2201 1.7180 0.009 0.037 -0.030 0.00
C -3.5018 7.5085 1.0379 -0.011 -0.034 -0.011 0.00
C -0.8334 -0.6850 -2.4352 0.001 -0.008 -0.016 -0.07
C -3.3136 1.2236 0.4167 0.035 -0.033 0.029 0.00
C -0.6648 -1.4824 -3.7504 -0.003 -0.004 0.007 0.01
C 1.8428 0.1693 2.4666 -0.006 -0.045 0.052 0.00
C -0.6657 -0.6307 -5.0273 0.013 -0.005 0.002 0.00
C -3.9549 2.4164 0.5201 -0.033 -0.020 0.031 0.00
C -4.4768 6.6352 1.5125 0.008 -0.004 -0.006 0.00
C -3.1448 4.7756 0.7981 0.000 -0.013 0.024 0.00
C -1.7774 2.7245 0.6461 0.022 -0.112 0.107 0.00
H 1.1394 -0.3208 -1.8534 0.007 -0.033 -0.053 0.00
H -0.0970 0.2886 -4.8527 -0.002 0.001 0.002 0.00
H -1.4349 -2.2553 -3.8230 -0.006 0.006 -0.005 0.00
H -2.7143 3.4651 -4.6542 0.003 0.001 0.001 0.00
H -3.7109 0.2294 0.2961 -0.007 0.005 -0.006 0.00
H 0.5070 -1.7353 -1.2659 0.008 -0.008 0.001 0.00
H -1.5843 7.6887 0.0917 -0.001 0.001 0.000 0.00
H -4.9995 2.6713 0.5086 0.003 -0.012 -0.014 0.00
H -5.0333 4.5898 1.8029 -0.001 0.002 -0.001 0.00
H -2.0399 0.3792 -6.3848 0.005 -0.001 0.005 0.00
H -0.1548 -1.1650 -5.8310 0.003 -0.004 0.005 0.00
H -0.8099 3.1854 0.7828 -0.013 0.022 -0.028 0.00
H -2.5674 -1.1996 -5.8640 0.006 -0.002 -0.004 0.00
H -0.9272 0.3807 -2.6786 -0.008 -0.006 -0.005 0.03
H 0.2908 -2.0051 -3.6905 -0.003 -0.010 0.002 0.00
H -2.1539 2.3211 -5.7959 0.002 -0.001 0.002 0.00
H -3.4820 2.7390 -2.5541 0.001 0.002 0.005 0.00
H -5.3684 7.0285 1.9805 0.001 0.003 0.001 0.00
H -3.7493 1.0493 -2.3038 0.008 -0.028 -0.017 0.00
H -3.1095 -0.4121 -3.6433 -0.018 0.026 -0.015 0.00
H -1.2721 5.2542 -0.1450 -0.002 -0.002 0.000 0.00
```
Forces are in eV/Å.

Results
- Gap between HOMO and LUMO (spin up / spin down): 0.19849 / 0.20267 hartree
- Strongest force on any atom: 0.22 eV Å⁻¹
- Lowest unoccupied orbital energy (spin up / spin down): -0.8 / -0.8 eV
- E_tot: -4321.2810 hartree
- ΔE to the lowest compared entry with this formula, charge and spin: 0.000 eV
- Multiplicity: 4
- Expectation value of S²: 3.760

---

The following is a quantum chemistry calculation of a cluster of 2 separate species, C19H21F2N2 in total, from OMol25.

The geometry in XYZ format:
```
44
Properties=species:S:1:pos:R:3:forces:R:3:nbo_charge:R:1
F -2.1414 3.7019 -3.9973 0.066 -1.109 1.415 -0.29
F -2.6479 -5.1650 1.4999 0.254 1.759 -0.365 -0.29
N 1.1724 0.3200 0.5548 1.545 -0.008 -0.108 -0.40
N 3.7378 0.3229 0.5714 -0.301 -0.014 0.080 -0.39
C -1.9024 -1.1786 0.5216 0.205 -0.983 0.228 -0.12
C -2.1834 -2.9457 2.2201 -0.141 0.227 -0.048 -0.29
C -1.9333 -1.6253 1.8833 0.422 0.182 -0.434 -0.10
C -2.2812 -2.1330 -0.4677 0.105 -0.187 0.352 -0.12
C -2.2456 1.4717 -3.2035 -0.095 -0.344 0.391 -0.28
C -1.8381 3.3301 -1.6676 -0.155 -0.082 0.177 -0.28
C 1.7319 1.0348 -0.6509 -1.675 -0.344 0.519 -0.26
C -2.5211 -3.4645 -0.1456 -0.035 0.551 -0.155 -0.27
C -1.7125 2.4274 -0.6251 0.377 -0.557 -0.001 -0.09
C 1.7187 -1.0818 0.5769 -1.545 0.575 -0.024 -0.26
C 3.2395 1.0379 -0.6406 1.140 -0.491 0.877 -0.26
C 3.2263 1.0301 1.7873 1.347 -0.566 -0.983 -0.26
C -1.7850 1.0100 -0.8322 0.258 0.681 -0.755 -0.20
C -2.0706 2.8274 -2.9458 -0.008 0.814 -0.980 0.48
C -2.4441 -3.8466 1.1896 -0.138 -1.229 0.324 0.48
C -1.4503 0.1532 0.2618 -1.085 0.430 0.617 0.15
C 3.2277 -1.0837 0.5814 1.201 1.027 0.009 -0.26
C 1.7214 1.0231 1.7830 -1.853 -0.387 -0.650 -0.27
C -2.1346 0.5776 -2.1447 0.153 0.352 0.024 -0.08
H -1.7633 4.4028 -1.4981 -0.048 -0.272 -0.113 0.26
H 3.6173 2.0537 1.7584 0.029 -0.247 0.120 0.21
H -2.1844 -3.2743 3.2573 -0.038 0.023 -0.277 0.26
H 3.6244 2.0632 -0.5923 0.065 -0.250 -0.128 0.21
H -1.5638 2.7877 0.3952 0.139 -0.025 -0.346 0.23
H -2.3049 -0.4708 -2.3476 0.202 0.434 -0.190 0.21
H 3.6283 -1.5978 -0.3007 0.026 0.094 0.256 0.21
H -2.3768 -1.8389 -1.5035 0.163 -0.371 0.297 0.21
H 3.6148 -1.5610 1.4902 0.040 0.030 -0.300 0.21
H 1.3190 -1.5483 1.4858 -0.052 -0.058 -0.225 0.20
H -0.9608 0.6477 1.1057 -0.684 -0.086 -0.211 0.25
H 1.3303 0.5259 -1.5360 -0.016 0.155 0.105 0.20
H 3.6229 0.5065 2.6651 0.020 0.221 -0.166 0.21
H -2.4753 1.1141 -4.2052 0.062 0.212 0.215 0.26
H -2.7736 -4.1826 -0.9230 0.053 0.090 0.284 0.26
H -1.7655 -0.8840 2.6677 0.133 -0.311 -0.166 0.23
H 1.3126 -1.5999 -0.3005 -0.019 0.015 0.179 0.20
H 1.3250 0.4781 2.6474 -0.068 0.223 -0.043 0.20
H 3.6427 0.5365 -1.5279 0.044 0.157 0.199 0.21
H 1.3297 2.0552 -0.6139 -0.035 -0.173 -0.141 0.20
H 1.3171 2.0419 1.7659 -0.057 -0.158 0.143 0.20
```
Forces are in eV/Å.

Results
- Gap between HOMO and LUMO: 0.20460 hartree
- Net charge: +1
- Strongest force on any atom: 2.00 eV Å⁻¹
- Lowest unoccupied orbital energy: -5.6 eV
- E_tot: -1045.5362 hartree
- ΔE to the lowest compared entry with this formula, charge and spin: 0.830 eV